1.
{
  "formula": "C4H13NOS",
  "method": "wB97M-V/def2-TZVPD",
  "symbols": ["C", "C", "C", "C", "S", "N", "H", "H", "H", "H", "H", "H", "H", "H", "H", "H", "H", "H", "H", "O"],
  "positions_angstrom": [[-0.799331, -1.072180, 1.631979], [0.137241, -0.785316, 0.494091], [0.620332, 0.694184, 0.513428], [1.592746, 1.036792, -0.642643], [2.987748, -0.271752, -0.570208], [-0.367343, -1.265426, -0.782766], [-0.922654, -2.095730, 1.883291], [-1.839149, -0.728876, 1.323083], [-0.578949, -0.531188, 2.679010], [1.108387, -1.273424, 0.729215], [-0.258536, 1.334322, 0.652134], [1.192440, 0.683888, 1.466449], [1.195281, 1.004995, -1.574201], [1.960523, 2.080203, -0.487354], [1.612902, -2.151328, 0.854060], [0.474302, -1.357122, -1.336026], [-0.891185, -0.432918, -1.279915], [-3.042125, 1.431634, -2.315846], [-1.746461, 2.165666, -1.736403], [-2.436165, 1.533578, -1.501380]],
  "forces_ev_per_a": [[-1.7, 2.2, 2.0], [-3.2, 2.1, -0.1], [1.1, -1.7, 0.6], [2.0, -0.2, 3.6], [-0.7, 0.5, 0.1], [-0.7, 1.8, -0.6], [0.1, -1.1, -0.1], [1.2, -0.3, 0.4], [-0.1, -0.9, -2.5], [1.2, -1.5, 0.4], [0.1, -0.1, -0.4], [-0.2, 0.7, -0.4], [-1.5, -0.3, -2.8], [0.1, -0.9, 0.0], [0.8, 1.9, -1.1], [0.3, -0.3, -0.6], [1.1, -2.0, 1.4], [1.6, 0.4, 1.9], [-0.2, 0.0, -0.2], [-1.3, -0.4, -1.7]],
  "total_charge": 0,
  "homo_lumo_gap_ha": 0.209,
  "lumo_energy_ev": -2.27
}

---

2.
{
  "formula": "C54H101FeN15O9",
  "method": "wB97M-V/def2-TZVPD",
  "symbols": ["Fe", "C", "C", "N", "C", "C", "N", "C", "C", "H", "H", "H", "H", "H", "H", "H", "H", "H", "H", "H", "C", "C", "N", "C", "C", "N", "C", "C", "H", "H", "H", "H", "H", "H", "H", "H", "H", "H", "H", "C", "C", "N", "C", "C", "N", "C", "C", "H", "H", "H", "H", "H", "H", "H", "H", "H", "H", "H", "C", "C", "N", "C", "C", "N", "C", "C", "H", "H", "H", "H", "H", "H", "H", "H", "H", "H", "H", "C", "C", "N", "C", "C", "N", "C", "C", "H", "H", "H", "H", "H", "H", "H", "H", "H", "H", "H", "C", "C", "N", "C", "C", "N", "C", "C", "H", "H", "H", "H", "H", "H", "H", "H", "H", "H", "H", "C", "C", "N", "C", "C", "N", "C", "C", "H", "H", "H", "H", "H", "H", "H", "H", "H", "H", "H", "C", "C", "C", "O", "C", "N", "H", "H", "H", "H", "H", "H", "H", "H", "H", "H", "H", "H", "C", "C", "O", "O", "H", "H", "H", "C", "C", "O", "O", "H", "H", "H", "C", "C", "O", "O", "H", "H", "H", "C", "C", "O", "O", "H", "H", "H"],
  "positions_angstrom": [[-0.073506, -0.106593, 0.293781], [9.170173, -6.449708, 5.883598], [7.744186, -6.526109, 5.472781], [7.205328, -5.219939, 4.928644], [5.990854, -4.651656, 5.233694], [5.840747, -3.474688, 4.588337], [7.022134, -3.377549, 3.826716], [7.783488, -4.423834, 4.054537], [7.313520, -2.298727, 2.836704], [9.370839, -5.618662, 6.554586], [9.833101, -6.363740, 5.011241], [9.399361, -7.407468, 6.366612], [7.112974, -6.690040, 6.348550], [7.545599, -7.303976, 4.731089], [5.413790, -5.054072, 6.040879], [5.020784, -2.741139, 4.641517], [8.721312, -4.652765, 3.553291], [7.220733, -2.698494, 1.835758], [8.346564, -1.948312, 2.932693], [6.702026, -1.442261, 3.008121], [5.654308, 0.014700, -3.475785], [6.153371, 1.422386, -3.557885], [5.917156, 2.158263, -2.255373], [6.633804, 3.195636, -1.699977], [6.140519, 3.490895, -0.472990], [5.014020, 2.700055, -0.357170], [4.911419, 1.910797, -1.406362], [4.107213, 2.728923, 0.860964], [5.830309, -0.508547, -2.548152], [6.072006, -0.542204, -4.295192], [4.609097, -0.046850, -3.700948], [5.650548, 2.029702, -4.292612], [7.229601, 1.589133, -3.717194], [7.413193, 3.651171, -2.300741], [6.459688, 4.182012, 0.287829], [4.099432, 1.236133, -1.483732], [4.645458, 2.938346, 1.770287], [3.554028, 1.811711, 0.793974], [3.344736, 3.489093, 0.725006], [4.185569, 0.306327, 12.678153], [4.112113, 1.139277, 11.366273], [2.780525, 1.308956, 10.821068], [2.132463, 0.545303, 9.898019], [0.850733, 0.934232, 9.844187], [0.733003, 1.952591, 10.775875], [1.898094, 2.113939, 11.332026], [-0.589848, 2.649309, 11.032358], [4.019537, -0.754432, 12.379500], [3.509784, 0.606734, 13.455877], [5.163384, 0.447154, 13.095277], [4.709610, 0.551415, 10.625485], [4.523961, 2.139324, 11.481769], [2.682845, -0.219407, 9.360226], [0.011259, 0.660078, 9.207918], [2.127110, 2.851561, 12.079564], [-0.411108, 3.713745, 11.286350], [-1.090603, 2.131594, 11.856622], [-1.170635, 2.591370, 10.142614], [-6.409211, 12.120090, -0.506367], [-7.667881, 11.300938, -0.136402], [-7.814327, 10.127156, -1.056175], [-6.937073, 9.062991, -1.243822], [-7.365926, 8.457195, -2.391083], [-8.410028, 9.205901, -2.928612], [-8.667944, 10.162013, -2.046712], [-8.937458, 9.077407, -4.304213], [-5.492269, 11.566491, -0.395125], [-6.206968, 12.990928, 0.146195], [-6.486235, 12.540132, -1.508047], [-8.636727, 11.797936, -0.104241], [-7.644217, 10.932991, 0.902101], [-5.996958, 8.778809, -0.806807], [-6.865725, 7.596259, -2.819240], [-9.361264, 10.954964, -2.229393], [-9.957362, 9.443150, -4.486919], [-8.965857, 8.011122, -4.454383], [-8.275081, 9.589158, -5.024358], [5.253591, 12.855862, -2.561545], [4.074541, 12.463989, -1.742717], [3.816937, 10.959773, -1.805224], [3.521644, 10.271322, -2.893037], [3.715732, 8.964384, -2.532756], [4.039756, 8.923925, -1.197527], [4.078919, 10.183344, -0.767163], [4.306789, 7.713622, -0.371528], [6.180887, 12.486632, -2.148415], [5.461320, 13.942014, -2.400250], [5.063609, 12.731292, -3.652513], [3.138058, 12.919392, -2.050766], [4.171167, 12.677814, -0.714984], [3.402801, 10.754906, -3.813787], [3.691910, 8.139752, -3.168727], [4.362094, 10.517103, 0.216355], [5.075271, 7.770879, 0.386175], [4.743659, 7.023047, -1.064189], [3.455682, 7.189756, 0.064986], [-2.959678, -11.108677, 3.490461], [-2.014382, -9.864837, 3.704189], [-2.388263, -8.866819, 2.725261], [-3.085301, -7.680605, 2.980345], [-3.160939, -7.065343, 1.720780], [-2.509050, -7.885106, 0.809748], [-2.013534, -8.919615, 1.452713], [-2.507123, -7.453704, -0.600830], [-2.998028, -11.648944, 4.391596], [-2.614954, -11.666136, 2.621805], [-3.909739, -10.626953, 3.390274], [-0.964334, -10.127571, 3.646063], [-2.112582, -9.512073, 4.764488], [-3.639304, -7.326917, 3.874765], [-3.636788, -6.150212, 1.342110], [-1.375693, -9.700652, 1.032335], [-3.453935, -7.663540, -1.062185], [-1.782989, -8.048017, -1.151797], [-2.248571, -6.374422, -0.622229], [-5.938229, -3.653378, -2.992060], [-7.376716, -3.691495, -2.630932], [-7.792746, -2.485063, -1.880023], [-8.874976, -1.666891, -2.278466], [-9.051361, -0.711938, -1.326852], [-8.066446, -1.005093, -0.386944], [-7.355136, -2.071713, -0.743122], [-7.877148, -0.287284, 0.912043], [-5.855293, -4.448185, -3.751256], [-5.233767, -3.838521, -2.171057], [-5.779550, -2.757113, -3.625173], [-7.741150, -4.536216, -2.062716], [-7.861045, -3.729670, -3.590412], [-9.340727, -1.949731, -3.230721], [-9.750772, 0.105864, -1.249666], [-6.476263, -2.321882, -0.183468], [-7.699714, 0.792891, 0.666771], [-7.047608, -0.729461, 1.481366], [-8.785067, -0.365353, 1.565716], [-1.142887, -10.840694, -12.338568], [-1.905713, -9.530198, -12.635348], [-1.779420, -8.538509, -11.461068], [-2.063760, -7.254559, -12.068186], [-2.206634, -6.246999, -11.122408], [-1.370428, -8.827129, -13.843507], [-1.592758, -9.420158, -14.639563], [-1.779057, -7.903315, -13.902177], [-0.358114, -8.775093, -13.771718], [-1.398597, -11.274335, -11.365789], [-0.103413, -10.581527, -12.246496], [-1.342470, -11.515501, -13.211783], [-2.989059, -9.726290, -12.965427], [-0.744176, -8.581473, -11.019633], [-2.512410, -8.717964, -10.734524], [-1.291857, -6.167895, -10.513220], [-3.058714, -6.424878, -10.495449], [-2.340055, -5.342333, -11.651024], [2.922892, -2.868539, 0.067137], [2.625329, -1.421695, 0.025730], [3.450608, -0.651218, -0.495539], [1.459139, -1.028608, 0.485402], [1.942903, -3.377151, -0.080461], [3.258158, -3.148203, 1.071369], [3.598395, -3.134611, -0.748563], [-1.807781, -2.147729, 3.331921], [-1.115939, -1.274616, 2.223327], [-1.173765, -1.677035, 0.989968], [-0.354081, -0.285251, 2.400893], [-2.011958, -1.486429, 4.190393], [-1.051175, -2.839646, 3.661852], [-2.715519, -2.518576, 2.874347], [-0.564979, 0.447954, -3.543927], [-0.325223, 0.220077, -2.127079], [0.605834, 0.873368, -1.507646], [-1.020247, -0.534997, -1.357033], [0.403514, 0.573597, -4.029072], [-1.130588, 1.332927, -3.810366], [-1.162294, -0.342127, -3.985258], [-0.789875, 3.717964, 1.110042], [-0.415588, 2.220746, 0.962135], [0.749057, 1.790481, 1.133270], [-1.296939, 1.324482, 0.622736], [-0.190262, 4.176449, 1.955626], [-1.863537, 3.790576, 1.280347], [-0.525241, 4.101924, 0.126473]],
  "forces_ev_per_a": [[0.0, 0.5, 0.6], [0.9, -0.3, -0.5], [-1.3, 0.7, 0.0], [-0.3, -0.3, 0.0], [-0.2, -0.2, 1.3], [0.9, -0.3, -0.5], [-1.1, 2.0, -0.6], [1.1, -0.5, -0.5], [1.2, -0.8, 0.3], [0.0, -0.1, 0.2], [-0.1, 0.0, 0.3], [0.2, 0.3, 0.0], [0.0, -0.2, -0.1], [0.0, 0.1, 0.1], [-0.4, -0.2, 0.0], [0.9, -0.5, -0.3], [-0.2, 0.3, 0.2], [-0.4, 0.0, -0.2], [-0.1, -0.3, 0.3], [-0.7, 0.3, 0.1], [0.0, -0.3, -0.7], [0.7, 1.6, 1.3], [-1.1, 0.0, 0.7], [1.3, 0.1, -0.9], [-0.5, -0.2, -0.9], [0.1, 0.8, 2.3], [0.1, 0.2, 0.0], [-0.2, 0.0, -2.1], [0.3, 0.1, 0.3], [0.6, -0.3, -0.2], [-0.8, 0.2, 0.3], [-0.3, -0.1, -0.5], [-0.3, -0.6, -0.1], [0.1, -0.2, 0.5], [0.0, 0.0, -0.1], [-0.5, -1.0, -0.3], [0.4, -0.4, 0.1], [-0.1, -0.7, 0.7], [0.1, 0.3, -0.1], [-0.4, -0.4, -1.5], [1.3, -1.0, 0.2], [0.0, -0.9, 0.0], [1.0, -1.4, -1.0], [-0.8, 0.4, -0.2], [-2.4, 0.0, -1.0], [0.0, 2.1, 1.6], [1.5, 0.2, 1.1], [0.1, 0.7, 0.7], [-0.6, 0.2, 0.2], [0.7, -0.2, 0.0], [-0.5, 0.9, 0.4], [0.2, -0.1, 0.0], [-0.3, 0.2, 0.1], [0.4, -0.1, 0.3], [-0.1, 0.1, 0.2], [0.0, -0.7, -0.1], [0.1, 0.2, -0.2], [-0.3, -0.1, -0.7], [-0.6, 0.9, 0.4], [0.5, -0.5, 1.1], [1.2, 0.7, 1.3], [-1.1, -0.3, -1.7], [0.6, 0.4, 0.1], [0.2, -0.5, 0.3], [-0.1, 0.3, -1.3], [0.0, -0.2, -0.2], [0.2, -0.7, -0.2], [-0.8, -0.4, 0.0], [0.0, -0.2, -0.1], [0.2, 0.5, -0.7], [0.5, -0.2, -0.4], [-0.3, 0.5, 1.0], [-0.6, 0.2, -0.4], [-0.4, 0.2, 0.1], [0.3, 0.1, 0.8], [0.1, -0.3, -0.6], [-0.1, -0.4, 0.5], [0.3, 1.8, -0.5], [-1.3, -1.2, -0.7], [0.6, 3.3, 2.3], [0.9, -2.2, 0.3], [-0.4, 0.7, -0.1], [-0.1, -0.5, 1.0], [0.3, -0.2, -0.3], [0.1, -0.6, -1.0], [0.2, -0.9, -0.4], [-0.7, -0.5, -0.3], [0.6, -0.2, 0.8], [0.0, 0.2, -0.3], [0.3, 0.3, 1.2], [-0.4, 0.3, -1.1], [-0.1, -1.4, -0.5], [-0.1, 0.0, 0.0], [0.1, 1.1, 0.2], [0.1, -0.6, -0.5], [-0.4, 0.7, -0.2], [1.4, 2.2, -0.2], [-0.6, -1.8, 1.7], [0.4, 1.5, 1.0], [-0.7, 0.9, -2.6], [-0.1, -0.8, 1.2], [-0.9, 2.0, 0.1], [0.2, -0.9, -0.2], [1.1, -0.2, 0.1], [0.2, -1.2, 0.9], [-0.4, -0.2, 0.1], [-0.9, -0.3, -0.5], [0.2, 0.1, -0.5], [-0.3, 0.2, -1.2], [1.0, -0.9, -0.5], [0.3, -0.6, 0.6], [-0.4, 0.3, 0.1], [-0.6, 0.1, 0.1], [0.2, 0.2, 0.0], [-0.2, -0.8, -0.1], [0.6, -0.6, -1.2], [-0.4, 0.4, 0.4], [-1.9, -0.4, -2.5], [0.5, -1.0, -0.6], [1.0, -1.2, -0.1], [-0.5, 1.0, 1.7], [0.3, 1.8, 1.5], [-0.6, 0.7, -0.1], [0.5, -0.1, 0.5], [-0.1, 0.4, -0.4], [0.4, -0.2, 0.9], [0.3, -0.4, 0.1], [-0.9, 0.4, -0.1], [0.0, 0.6, 0.7], [0.1, -0.1, 0.1], [0.1, -0.6, 0.0], [0.0, -1.1, 0.4], [-0.1, 0.2, -0.5], [0.7, 0.0, -0.9], [-0.9, 0.5, -1.4], [-1.5, -0.6, 0.9], [0.9, 0.9, -2.3], [0.5, -1.5, 0.0], [0.9, 0.1, 0.8], [0.6, -1.5, 0.0], [0.0, 0.3, -0.4], [-0.2, 0.5, -0.1], [0.3, 0.3, -0.2], [-0.4, 0.0, -0.5], [0.7, -0.1, -0.3], [0.5, 0.1, 1.1], [1.4, 0.3, 1.1], [-0.8, 0.2, -0.3], [-0.9, -0.6, 1.2], [-0.3, 0.0, 0.0], [-0.5, -0.1, 0.5], [-0.2, 1.0, -0.5], [-1.4, -1.1, 0.0], [-0.5, 2.4, -0.7], [-0.4, -0.3, 0.6], [3.5, -2.0, -0.2], [0.7, 0.1, 0.1], [0.3, -0.1, -0.3], [0.1, 0.0, 0.5], [0.8, 2.8, -0.8], [1.2, -0.7, -1.3], [-1.3, -0.5, 1.6], [-1.0, -0.9, 1.8], [-0.2, -0.3, -0.3], [-0.1, -0.7, -0.1], [0.0, -0.6, 0.3], [-0.1, -0.3, -1.5], [1.0, 1.3, 3.6], [-0.9, -0.7, -1.6], [-0.5, -0.4, -2.6], [-0.1, -0.2, -0.1], [-0.1, 0.5, 0.7], [0.3, -0.4, -0.1], [0.7, -1.5, 0.7], [-0.2, -1.0, 0.4], [0.0, 1.2, -0.1], [-0.8, 2.9, 0.0], [-0.7, -0.5, -1.2], [0.1, 0.2, 0.0], [0.0, 0.6, 0.1]],
  "total_charge": 7,
  "homo_lumo_gap_ha": [0.301, 0.322],
  "multiplicity": 6,
  "lumo_energy_ev": [-9.13, -9.13],
  "s_squared": 8.756
}

---

| no. | calculated total energy (a.u.) |
| --- | --- |
| 1 | -688.1630 |
| 2 | -4878.1024 |